(1)
Density functional theory data (wB97M-V/def2-TZVPD) for an isolated molecule of C4H9NO2.

For the LUMO energy, the calculation gives 0.88 eV. The strongest force on any atom is 0.37 eV/A.

The geometry in ORCA input format:
```
! RIJCOSX wB97M-V def2-TZVPD def2/J DEFGRID3
* xyz 0 1
C 1.766 0.836 -1.786
O 1.097 0.690 -0.558
C -0.288 0.496 -0.735
C -0.924 0.311 0.627
N -0.331 -0.796 1.346
C -1.080 -1.646 2.093
O -2.295 -1.645 2.142
H 1.645 -0.058 -2.417
H 1.390 1.706 -2.346
H 2.827 0.982 -1.571
H -0.470 -0.388 -1.367
H -0.739 1.371 -1.233
H -1.989 0.092 0.520
H -0.823 1.237 1.207
H 0.675 -0.825 1.413
H -0.461 -2.362 2.666
*
```



(2)
Density functional theory data (wB97M-V/def2-TZVPD) for a cluster of 3 separate species, C4H9NO2 in total at a distorted geometry.

For the LUMO energy (spin up / spin down), the calculation gives 0.06 / -0.40 eV. The strongest force on any atom is 2.11 eV/A.

The geometry in ORCA input format:
```
! RIJCOSX wB97M-V def2-TZVPD def2/J DEFGRID3
* xyz 0 1
C -0.051 -0.326 -0.541
C 1.918 1.604 0.728
C 0.705 -1.424 0.126
C -3.058 -0.334 -0.576
O -0.649 0.596 0.078
O 1.187 1.381 -0.427
N -2.082 -1.064 -0.331
H -0.048 -0.320 -1.636
H 2.060 0.701 1.342
H 1.481 2.391 1.357
H 2.924 1.947 0.429
H 0.609 -1.352 1.208
H 0.312 -2.384 -0.212
H 1.755 -1.361 -0.166
H -3.016 0.755 -0.686
H -4.044 -0.809 -0.693
*
```



(3)
Density functional theory data (wB97M-V/def2-TZVPD) for a cluster of 2 separate species, C4H9NO2 in total at a distorted geometry.

For the LUMO energy (spin up / spin down), the calculation gives -0.07 / 0.44 eV. The strongest force on any atom is 1.90 eV/A.

The geometry in ORCA input format:
```
! RIJCOSX wB97M-V def2-TZVPD def2/J DEFGRID3
* xyz 0 1
C -1.577 -1.249 -1.707
C -0.309 1.195 1.972
N 0.441 -0.033 -1.321
C 0.641 0.176 0.062
C 1.747 -0.274 0.675
O -0.191 0.800 -2.060
O -0.375 0.876 0.587
H 1.149 -0.621 -1.766
H -0.984 -1.250 -2.601
H -2.298 -2.058 -1.667
H -1.738 -0.482 -0.976
H -0.304 0.289 2.586
H 0.581 1.793 2.192
H -1.203 1.775 2.184
H 1.900 -0.172 1.736
H 2.520 -0.765 0.105
*
```



(4)
Density functional theory data (wB97M-V/def2-TZVPD) for an isolated molecule of C4H9NO2.

For the LUMO energy, the calculation gives 0.96 eV. The strongest force on any atom is 0.58 eV/A.

The geometry in ORCA input format:
```
! RIJCOSX wB97M-V def2-TZVPD def2/J DEFGRID3
* xyz 0 1
C 2.094 -0.294 -1.209
N 0.941 -0.109 -0.364
C 1.005 0.679 0.623
O -0.099 1.087 1.264
C -1.360 0.838 0.574
C -1.861 -0.615 0.608
O -1.415 -1.435 -0.431
H 2.441 -1.334 -1.206
H 1.763 -0.094 -2.230
H 2.905 0.397 -0.955
H 1.938 1.093 1.037
H -2.053 1.477 1.122
H -1.287 1.179 -0.467
H -1.600 -1.019 1.598
H -2.953 -0.602 0.525
H -0.458 -1.248 -0.487
*
```



(5)
Density functional theory data (wB97M-V/def2-TZVPD) for the ion C4H9NO2 with charge +1 at a distorted geometry.

For the LUMO energy (spin up / spin down), the calculation gives -3.40 / -8.78 eV. The strongest force on any atom is 3.18 eV/A. Its expectation value of S² is 0.76.

The geometry in ORCA input format:
```
! RIJCOSX wB97M-V def2-TZVPD def2/J DEFGRID3
* xyz 1 2
C -0.206 -1.276 -1.082
O 0.732 -1.388 -2.123
C 0.157 0.018 -0.221
C -0.884 0.388 0.834
C -0.602 1.744 1.457
O -1.093 2.802 1.272
N 1.484 -0.015 0.317
H -1.270 -1.065 -1.247
H -0.033 -2.191 -0.537
H 0.347 -0.931 -2.875
H 0.078 0.939 -0.835
H -1.834 0.337 0.327
H -0.926 -0.331 1.658
H 0.219 1.587 2.211
H 2.206 -0.173 -0.386
H 1.624 -0.443 1.230
*
```



(6)
Density functional theory data (wB97M-V/def2-TZVPD) for a cluster of 2 separate species, C4H9NO2P in total at a distorted geometry.

For the LUMO energy (spin up / spin down), the calculation gives 3.53 / 3.88 eV. The strongest force on any atom is 4.66 eV/A.

The geometry in ORCA input format:
```
! RIJCOSX wB97M-V def2-TZVPD def2/J DEFGRID3
* xyz -1 1
C -0.812 1.563 0.320
C -1.541 0.985 -0.910
C 1.962 -1.640 0.108
C 1.955 -0.199 0.032
N -0.397 0.433 1.115
O -1.005 -1.813 -0.298
O -2.883 -0.578 0.848
P -1.538 -0.538 0.242
H -0.106 2.324 0.143
H -1.765 1.990 0.975
H -2.609 1.280 -1.196
H -0.869 0.994 -1.762
H 2.402 -1.960 1.071
H 0.934 -1.879 0.149
H 2.450 -1.917 -0.896
H 2.484 0.505 0.638
H 1.340 0.452 -0.578
*
```



(7)
Density functional theory data (wB97M-V/def2-TZVPD) for a structure of composition C4H9NO2PS at a distorted geometry.

For the LUMO energy, the calculation gives 3.53 eV. The strongest force on any atom is 3.11 eV/A.

The geometry in ORCA input format:
```
! RIJCOSX wB97M-V def2-TZVPD def2/J DEFGRID3
* xyz -1 1
C -0.556 1.164 -0.159
C 1.978 -0.684 -0.615
C 0.085 0.407 0.727
C 1.560 0.212 0.604
N -1.438 -1.731 0.225
O -0.407 1.716 -1.212
O 2.274 1.484 0.374
P -2.837 -1.254 -0.192
S -2.786 1.079 0.362
H 2.164 -0.217 -1.637
H 1.084 -1.281 -0.748
H 2.784 -1.334 -0.557
H -0.274 0.185 1.774
H 1.872 -0.311 1.556
H -0.881 -1.689 -0.643
H 1.643 1.957 -0.190
H -3.490 -1.417 1.171
H -2.775 1.714 -0.841
*
```



(8)
Density functional theory data (wB97M-V/def2-TZVPD) for an isolated molecule of C4H9NO2S at a distorted geometry.

For the LUMO energy, the calculation gives 0.17 eV. The strongest force on any atom is 5.53 eV/A.

The geometry in ORCA input format:
```
! RIJCOSX wB97M-V def2-TZVPD def2/J DEFGRID3
* xyz 0 1
C 0.421 0.175 1.007
C 1.143 0.169 -0.144
C 2.140 -0.905 -0.623
C -2.260 0.985 -0.416
N -1.994 -0.027 0.552
O -0.869 -2.282 0.938
O -0.833 -1.352 -1.339
S -1.117 -1.171 0.051
H 0.604 -0.563 1.766
H -0.240 1.081 1.050
H 0.837 0.958 -0.897
H 1.783 -1.543 -1.357
H 2.431 -1.429 0.334
H 3.049 -0.234 -0.878
H -2.548 0.578 -1.488
H -3.005 1.524 -0.033
H -1.492 1.689 -0.441
*
```



(9)
Density functional theory data (wB97M-V/def2-TZVPD) for an isolated molecule of C4H9NO2S at a distorted geometry.

For the LUMO energy, the calculation gives 0.65 eV. The strongest force on any atom is 4.77 eV/A.

The geometry in ORCA input format:
```
! RIJCOSX wB97M-V def2-TZVPD def2/J DEFGRID3
* xyz 0 1
C -1.687 -0.337 -0.410
C -2.293 0.661 0.472
C 1.702 -0.600 0.994
C 2.166 0.169 -0.195
N -2.273 -1.330 -0.855
O -0.415 -0.181 -0.917
O 1.097 1.660 -1.981
S 0.651 1.187 -0.675
H -1.967 1.595 0.131
H -1.871 0.553 1.466
H -3.393 0.628 0.436
H 2.475 -1.122 1.478
H 0.938 -1.258 0.811
H 1.146 0.069 1.773
H 2.433 -0.523 -1.057
H 3.010 0.714 -0.048
H -1.720 -1.885 -1.424
*
```



(10)
Density functional theory data (wB97M-V/def2-TZVPD) for an isolated molecule of C4H9NO3 at a distorted geometry.

For the LUMO energy, the calculation gives 0.28 eV. The strongest force on any atom is 2.77 eV/A.

The geometry in ORCA input format:
```
! RIJCOSX wB97M-V def2-TZVPD def2/J DEFGRID3
* xyz 0 1
C 0.215 -0.520 0.002
C 1.504 -0.038 -0.611
C -0.917 1.639 -0.854
C -0.945 0.411 0.005
O 0.558 -0.725 1.668
O -0.178 -1.767 -0.407
O -1.916 -0.659 1.738
N -1.977 0.241 0.772
H 0.593 -2.330 -0.556
H 1.147 -1.479 1.793
H -0.785 -0.870 1.953
H 2.288 -0.784 -0.474
H 1.816 0.892 -0.146
H 1.365 0.126 -1.678
H -0.101 2.313 -0.581
H -1.861 2.164 -0.714
H -0.806 1.384 -1.911
*
```



(11)
Density functional theory data (wB97M-V/def2-TZVPD) for a structure of composition C4H9NO3 at a distorted geometry.

For the LUMO energy, the calculation gives 0.51 eV. The strongest force on any atom is 5.89 eV/A.

The geometry in ORCA input format:
```
! RIJCOSX wB97M-V def2-TZVPD def2/J DEFGRID3
* xyz 0 1
O -0.689 1.895 0.032
C -0.209 0.786 0.093
N -0.997 -0.327 0.040
C -2.419 -0.158 0.185
O -2.859 0.460 1.378
C 1.293 0.589 0.141
C 1.851 -0.483 -0.783
O 3.244 -1.000 -0.013
H -0.621 -1.239 0.204
H -2.922 0.358 -0.632
H -2.790 -1.180 0.251
H -2.336 1.260 1.495
H 1.733 1.545 -0.128
H 1.653 0.318 1.133
H 1.163 -1.312 -0.984
H 2.165 -0.078 -1.742
H 2.741 -1.433 -0.669
*
```



(12)
Density functional theory data (wB97M-V/def2-TZVPD) for a cluster of 2 separate species, C4H9NO3 in total at a distorted geometry.

For the LUMO energy, the calculation gives 0.82 eV. The strongest force on any atom is 1.31 eV/A.

The geometry in ORCA input format:
```
! RIJCOSX wB97M-V def2-TZVPD def2/J DEFGRID3
* xyz 0 1
C -0.334 0.391 1.056
C 2.491 0.263 -1.156
C -2.520 -0.681 0.402
C -1.168 -0.213 -0.047
O 2.052 0.729 0.097
O -0.236 1.583 1.253
O 0.180 -0.542 1.849
N -0.683 -0.255 -1.206
H 1.487 1.535 0.012
H 0.755 -0.131 2.514
H -1.306 -0.646 -1.914
H 1.651 0.121 -1.857
H 3.219 0.938 -1.608
H 2.971 -0.704 -0.979
H -3.082 0.149 0.835
H -3.082 -1.105 -0.432
H -2.395 -1.431 1.183
*
```



(13)
Density functional theory data (wB97M-V/def2-TZVPD) for an isolated molecule of C4H9NO3 at a distorted geometry.

For the LUMO energy, the calculation gives 0.51 eV. The strongest force on any atom is 4.75 eV/A.

The geometry in ORCA input format:
```
! RIJCOSX wB97M-V def2-TZVPD def2/J DEFGRID3
* xyz 0 1
C 0.300 -0.404 -1.240
C 1.230 0.238 0.089
C 0.863 1.224 1.193
N -1.402 -0.797 0.496
C -0.839 0.104 -0.407
O -2.812 -0.747 0.532
O 0.474 -1.765 -1.300
O -1.420 1.156 -0.695
H -3.003 0.183 0.297
H 1.270 -1.975 -1.818
H -1.088 -1.757 0.536
H 0.409 0.152 -2.176
H 1.604 -0.678 0.558
H 2.061 0.665 -0.470
H 0.429 2.123 0.763
H 1.765 1.495 1.747
H 0.159 0.783 1.895
*
```



(14)
Density functional theory data (wB97M-V/def2-TZVPD) for a cluster of 2 separate species, C4H9NO3 in total at a distorted geometry.

For the LUMO energy, the calculation gives 0.78 eV. The strongest force on any atom is 2.74 eV/A.

The geometry in ORCA input format:
```
! RIJCOSX wB97M-V def2-TZVPD def2/J DEFGRID3
* xyz 0 1
O 0.519 -1.707 0.016
C -0.041 -0.631 -0.019
N 0.787 0.502 -0.210
C 0.211 1.721 -0.625
O 0.772 2.458 -1.387
C -1.573 -0.480 0.066
C -1.855 0.050 1.530
H 1.694 0.371 -0.664
H -0.769 1.922 -0.182
H -2.042 -1.446 0.005
H -1.867 0.264 -0.652
H -1.106 0.812 1.762
H -2.855 0.473 1.546
H -1.620 -0.786 2.176
H 3.730 -1.213 -1.754
H 2.787 -1.513 -0.556
O 3.230 -0.797 -1.052
*
```



(15)
Density functional theory data (wB97M-V/def2-TZVPD) for a cluster of 2 separate species, C4H9NO3S in total at a distorted geometry.

For the LUMO energy (spin up / spin down), the calculation gives -0.08 / -0.08 eV. The strongest force on any atom is 4.59 eV/A.

The geometry in ORCA input format:
```
! RIJCOSX wB97M-V def2-TZVPD def2/J DEFGRID3
* xyz 0 1
C -1.369 -1.994 -0.518
C -0.824 -1.159 0.457
C -0.500 1.775 -0.797
C 0.528 -0.664 0.370
N 0.730 1.144 -0.492
O 2.739 -0.253 1.683
O 0.601 0.965 2.410
O 0.983 -1.446 2.751
S 1.157 -0.277 1.960
H -2.369 -2.428 -0.542
H -0.763 -2.248 -1.420
H -1.426 -1.010 1.364
H -0.240 2.759 -0.997
H -0.906 1.411 -1.749
H -1.167 1.706 0.026
H 1.247 -1.237 -0.139
H 3.074 -0.593 2.502
H 1.137 1.637 0.387
*
```